No. 1
{
  "formula": "C4H13N2O",
  "method": "wB97M-V/def2-TZVPD",
  "symbols": ["C", "C", "C", "N", "C", "N", "H", "H", "H", "H", "H", "H", "H", "H", "H", "H", "H", "H", "H", "O"],
  "positions_angstrom": [[-1.217, -2.039, 0.201], [-0.298, -1.351, 1.249], [0.991, -0.744, 0.684], [-0.740, 0.969, -1.374], [0.400, 0.362, -1.596], [1.092, -0.436, -0.819], [-1.523, -1.360, -0.579], [-2.111, -2.371, 0.724], [-0.719, -2.860, -0.310], [-0.981, -0.663, 1.740], [-0.095, -2.133, 1.983], [1.376, 0.184, 1.073], [1.785, -1.495, 0.721], [-1.210, 1.353, -2.179], [-0.999, 1.397, -0.490], [0.948, 0.499, -2.521], [1.922, -0.831, -1.235], [-0.453, 3.539, 1.114], [0.684, 2.765, 1.810], [-0.042, 2.668, 1.191]],
  "charge": 1,
  "e_tot_ev": -9380.18319,
  "relative_energy_kcal_mol": 32.3
}

No. 2
{
  "formula": "C4H13N2O",
  "method": "wB97M-V/def2-TZVPD",
  "symbols": ["C", "C", "C", "C", "N", "N", "O", "H", "H", "H", "H", "H", "H", "H", "H", "H", "H", "H", "H", "H"],
  "positions_angstrom": [[2.441, -0.075, 0.964], [0.051, 1.493, 0.083], [1.020, -0.619, 0.832], [-2.090, -1.117, -0.529], [-2.740, -0.075, -0.898], [0.594, 0.198, -0.339], [-1.437, -1.816, -1.362], [2.946, -0.545, 1.849], [3.069, -0.101, 0.014], [2.457, 0.967, 1.136], [0.957, 2.138, 0.469], [-0.354, 2.109, -0.669], [-0.624, 1.464, 0.845], [0.523, -0.491, 1.839], [1.149, -1.715, 0.580], [-2.396, -1.563, 0.372], [-3.433, 0.344, -0.314], [-2.283, 0.481, -1.612], [1.294, 0.381, -1.039], [-1.145, -1.457, -2.222]],
  "charge": 1,
  "e_tot_ev": -9377.88858,
  "relative_energy_kcal_mol": 85.2
}

No. 3
{
  "formula": "C4H13N2O",
  "method": "wB97M-V/def2-TZVPD",
  "symbols": ["C", "C", "C", "C", "N", "N", "H", "H", "H", "H", "H", "H", "H", "H", "H", "H", "H", "H", "H", "O"],
  "positions_angstrom": [[1.060, 1.468, -0.312], [-0.385, 1.911, -0.139], [-1.423, 0.964, -0.716], [-1.755, -1.351, -0.459], [-1.527, -0.268, 0.144], [1.265, 0.230, 0.601], [1.319, 1.059, -1.285], [1.834, 2.096, 0.090], [-0.567, 2.881, -0.564], [-0.454, 1.945, 0.950], [-1.205, 0.569, -1.712], [-2.432, 1.355, -0.617], [-2.092, -2.157, 0.186], [-1.595, -1.429, -1.534], [1.226, 0.486, 1.592], [1.974, -0.472, 0.399], [0.364, -0.263, 0.626], [1.705, -3.367, 0.293], [1.221, -3.068, 1.630], [1.468, -2.587, 0.825]],
  "charge": 1,
  "e_tot_ev": -9379.26906,
  "relative_energy_kcal_mol": 53.4
}

No. 4
{
  "formula": "C4H13N2O",
  "method": "wB97M-V/def2-TZVPD",
  "symbols": ["C", "C", "C", "C", "N", "N", "H", "H", "H", "H", "H", "H", "H", "H", "H", "H", "H", "H", "H", "O"],
  "positions_angstrom": [[-1.633, -1.602, 1.997], [-1.746, -0.269, 1.235], [-0.552, -0.045, 0.350], [-0.687, -0.148, -1.111], [0.297, -0.270, -1.918], [0.630, 0.153, 0.740], [-2.313, -1.637, 2.841], [-1.841, -2.440, 1.328], [-0.609, -1.745, 2.349], [-1.783, 0.550, 1.956], [-2.677, -0.215, 0.677], [-1.699, -0.154, -1.520], [1.192, -0.091, -1.449], [0.230, 0.295, -2.767], [6.290, -1.121, -2.081], [6.848, -1.601, -1.987], [0.683, 0.396, 1.732], [1.569, 1.447, -0.272], [2.228, 2.781, -0.780], [1.569, 2.110, -0.986]],
  "charge": 1,
  "e_tot_ev": -9377.93584,
  "relative_energy_kcal_mol": 84.1
}

No. 5
{
  "formula": "C4H13N2O",
  "method": "wB97M-V/def2-TZVPD",
  "symbols": ["C", "C", "C", "C", "N", "N", "O", "H", "H", "H", "H", "H", "H", "H", "H", "H", "H", "H", "H", "H"],
  "positions_angstrom": [[-1.776, -1.582, 0.655], [2.399, -0.981, -0.281], [-1.291, -1.026, -0.671], [1.032, -0.694, -0.170], [0.633, 0.532, 1.138], [-0.464, 2.707, -0.181], [0.164, -1.141, -0.870], [-2.708, -0.983, 0.848], [-2.196, -2.662, 0.605], [-0.883, -1.518, 1.314], [2.830, -1.847, -0.692], [2.842, -0.232, -0.918], [2.985, -0.596, 0.586], [-1.696, -0.021, -0.947], [-1.502, -1.614, -1.533], [1.522, 1.109, 1.378], [0.085, 1.267, 0.786], [0.236, 3.307, -0.589], [-1.030, 3.458, 0.397], [-1.183, 2.516, -0.856]],
  "charge": 1,
  "e_tot_ev": -9376.33803,
  "relative_energy_kcal_mol": 121.0
}

No. 6
{
  "formula": "C4H13N2O",
  "method": "wB97M-V/def2-TZVPD",
  "symbols": ["C", "C", "C", "C", "N", "N", "H", "H", "H", "H", "H", "H", "H", "H", "H", "H", "H", "H", "H", "O"],
  "positions_angstrom": [[0.443, 1.450, -0.163], [-0.754, 0.819, -0.766], [-1.072, -0.699, -0.397], [-2.213, -1.154, -0.786], [-0.201, -1.252, 0.590], [0.504, 1.247, 1.468], [1.409, 1.031, -0.572], [0.498, 2.538, -0.323], [-0.725, 1.043, -1.888], [-1.729, 1.282, -0.337], [-2.968, -0.606, -1.340], [-2.478, -2.202, -0.600], [-0.746, -2.134, 0.867], [0.191, 0.151, 1.738], [0.787, -1.271, 0.423], [1.429, 1.292, 1.771], [-0.026, 1.904, 2.098], [2.028, -1.373, -1.058], [3.262, -1.077, -0.458], [2.360, -0.988, -0.266]],
  "charge": 1,
  "e_tot_ev": -9378.65411,
  "relative_energy_kcal_mol": 67.6
}

No. 7
{
  "formula": "C4H13N2O",
  "method": "wB97M-V/def2-TZVPD",
  "symbols": ["C", "O", "C", "C", "C", "N", "N", "H", "H", "H", "H", "H", "H", "H", "H", "H", "H", "H", "H", "H"],
  "positions_angstrom": [[-2.009, -0.683, 0.253], [-3.089, 0.222, -0.109], [-0.598, -0.116, -0.132], [0.590, -0.913, 0.433], [1.828, -0.625, -0.291], [2.218, 0.827, -0.552], [-0.496, 1.385, 0.182], [-2.016, -0.714, 1.356], [-2.168, -1.726, -0.101], [-3.925, -0.260, 0.125], [-0.439, -0.157, -1.183], [0.824, -0.739, 1.521], [0.414, -2.038, 0.295], [2.717, -0.857, 0.374], [1.945, -1.098, -1.237], [3.004, 1.236, 0.116], [2.649, 0.901, -1.492], [0.129, 1.766, -0.615], [-0.161, 1.719, 1.057], [-1.415, 1.871, 0.000]],
  "charge": 1,
  "smiles": "NCC[C@H]([NH3+])CO",
  "e_tot_ev": -9379.17398,
  "relative_energy_kcal_mol": 55.6
}

No. 8
{
  "formula": "C4H13N2O",
  "method": "wB97M-V/def2-TZVPD",
  "symbols": ["C", "C", "C", "C", "N", "N", "O", "H", "H", "H", "H", "H", "H", "H", "H", "H", "H", "H", "H", "H"],
  "positions_angstrom": [[-0.875, 0.386, 2.411], [-0.579, -0.646, -3.103], [0.045, 0.616, -0.922], [0.453, -0.119, 2.045], [1.547, 0.760, 2.406], [0.029, -0.698, -1.699], [0.836, -1.167, 1.511], [-1.037, 1.389, 2.013], [-0.907, 0.308, 3.476], [-1.650, -0.345, 1.926], [-1.648, -0.365, -2.959], [-0.132, -0.015, -3.901], [-0.800, -1.780, -3.447], [0.376, 1.134, -1.949], [-0.856, 0.993, -0.360], [1.451, 1.242, 3.259], [2.467, 0.334, 2.255], [-0.494, -1.366, -1.193], [0.912, -1.177, -1.579], [0.862, 0.516, -0.192]],
  "charge": 1,
  "e_tot_ev": -9378.72496,
  "relative_energy_kcal_mol": 65.9
}

No. 9
{
  "formula": "C4H13N2O",
  "method": "wB97M-V/def2-TZVPD",
  "symbols": ["C", "C", "C", "C", "N", "N", "H", "H", "H", "H", "H", "H", "H", "H", "H", "H", "H", "H", "H", "O"],
  "positions_angstrom": [[0.580, -1.391, -0.211], [1.344, -0.614, 0.934], [0.921, 0.794, 1.061], [1.350, 1.765, 0.226], [-2.420, 0.066, 0.901], [0.805, -0.799, -1.455], [-0.506, -1.300, 0.012], [0.838, -2.450, -0.217], [1.207, -1.103, 1.891], [2.402, -0.628, 0.678], [1.087, 2.797, 0.394], [1.982, 1.511, -0.610], [-2.040, 0.294, -0.016], [-2.875, 0.845, 1.337], [-3.052, -0.721, 0.849], [0.887, -1.512, -2.186], [-0.107, -0.075, -1.667], [0.200, 1.038, 1.831], [-1.514, 0.941, -2.266], [-1.088, 0.540, -1.487]],
  "charge": 1,
  "e_tot_ev": -9373.79081,
  "relative_energy_kcal_mol": 179.7
}

No. 10
{
  "formula": "C4H13N2O",
  "method": "wB97M-V/def2-TZVPD",
  "symbols": ["C", "C", "C", "C", "N", "N", "H", "H", "H", "H", "H", "H", "H", "H", "H", "H", "H", "H", "H", "O"],
  "positions_angstrom": [[0.616, 0.514, 1.581], [1.332, 0.743, 0.243], [0.297, 0.757, -0.879], [0.135, -0.281, -1.663], [-0.277, -0.070, -2.941], [-0.818, 0.753, 1.499], [0.708, -0.419, 2.106], [1.092, 1.193, 2.378], [2.056, -0.114, 0.103], [1.905, 1.613, 0.288], [-0.124, 1.746, -1.169], [0.542, -1.197, -1.464], [0.090, 0.878, -3.213], [-0.204, -0.770, -3.702], [-1.202, 0.711, 2.418], [-1.102, 0.176, 0.829], [-1.017, 1.646, 1.082], [-0.405, -1.572, 1.017], [-1.157, -2.791, 0.934], [-0.975, -2.036, 1.600]],
  "charge": 1,
  "e_tot_ev": -9378.14565,
  "relative_energy_kcal_mol": 79.3
}

No. 11
{
  "formula": "C4H13N2O",
  "method": "wB97M-V/def2-TZVPD",
  "symbols": ["C", "C", "O", "N", "H", "H", "H", "H", "H", "C", "C", "N", "H", "H", "H", "H", "H", "H", "H", "H"],
  "positions_angstrom": [[-0.084, -1.915, -1.915], [-0.965, -1.746, -0.828], [-0.501, -1.257, 0.211], [-2.204, -2.263, -0.652], [0.726, -1.104, -2.015], [-0.638, -2.132, -2.960], [-2.485, -2.535, 0.266], [-2.741, -2.632, -1.344], [0.576, -2.849, -1.809], [1.345, 1.984, 1.216], [-0.019, 2.680, 1.323], [1.125, 0.527, 0.536], [2.073, 2.400, 0.537], [1.567, 1.700, 2.287], [-0.750, 2.213, 2.073], [-0.446, 2.677, 0.297], [0.435, 0.635, -0.116], [1.969, 0.141, 0.060], [0.739, -0.244, 1.326], [0.279, 3.720, 1.505]],
  "charge": 1,
  "e_tot_ev": -9379.20074,
  "relative_energy_kcal_mol": 55.0
}

No. 12
{
  "formula": "C4H13N2O",
  "method": "wB97M-V/def2-TZVPD",
  "symbols": ["C", "C", "C", "C", "N", "N", "O", "H", "H", "H", "H", "H", "H", "H", "H", "H", "H", "H", "H", "H"],
  "positions_angstrom": [[-1.708, -0.702, 0.771], [2.451, 0.710, 0.278], [-1.128, -0.079, -0.442], [0.436, -0.271, -0.530], [0.701, -1.623, -0.346], [-1.505, 1.379, -0.479], [1.036, 0.600, 0.464], [-1.049, -0.633, 1.664], [-2.773, -0.414, 1.021], [-1.845, -1.795, 0.699], [2.886, 1.297, 1.071], [2.639, 1.030, -0.770], [2.959, -0.280, 0.320], [-1.466, -0.707, -1.245], [0.973, 0.028, -1.446], [0.577, -1.816, 0.585], [1.604, -1.986, -0.528], [-1.040, 1.981, -1.208], [-1.230, 1.824, 0.463], [-2.518, 1.456, -0.342]],
  "charge": 1,
  "s_squared": 2.01,
  "e_tot_ev": -9372.31872,
  "relative_energy_kcal_mol": 70.9,
  "multiplicity": 3
}